1.
This record from OMol25 describes 2 unconnected molecules or ions with the total composition C4H6ClN4O2 at a distorted geometry. The level of theory is the ωB97M-V functional and the def2-TZVPD basis.

Geometry as XYZ:
```
17
Properties=species:S:1:pos:R:3:forces:R:3
C 0.779 0.081 0.184 -3.994 -1.772 0.273
C 1.896 0.885 0.068 0.903 -1.108 -0.324
C -1.923 -1.756 -0.117 -1.026 -5.667 -3.811
C -1.177 0.517 -0.313 4.831 2.517 1.080
N 1.078 -1.129 0.661 -2.557 2.071 -1.238
N 2.907 0.087 0.352 0.047 0.099 0.567
N 2.046 2.126 -0.333 2.218 1.674 -0.614
N -1.632 -0.560 0.498 -1.268 1.571 -0.441
O -1.867 -0.395 1.648 0.143 0.011 0.233
O 2.353 -1.107 0.759 2.182 -0.258 0.159
Cl -1.532 2.143 0.341 0.182 -1.545 -0.369
H -1.899 -2.660 0.498 0.420 0.710 0.729
H -1.383 -2.078 -1.066 0.480 1.304 1.333
H -2.930 -1.955 -0.635 0.455 1.709 1.217
H -1.012 0.637 -1.418 -1.007 -1.399 1.077
H 1.288 2.698 -0.594 -0.668 0.479 -0.203
H 3.009 2.466 -0.533 -1.342 -0.397 0.332
```
Forces are in eV/Å.

Calculated values
Gap between HOMO and LUMO (alpha / beta) ... 6.158 / 6.159 eV
Highest occupied orbital energy (alpha / beta) ... -13.42 / -13.42 eV
Spin multiplicity ... 1
Total charge ... +1

=====

2.
This record from OMol25 describes 2 unconnected molecules or ions with the total composition C4H6ClNOS at a distorted geometry. The level of theory is the ωB97M-V functional and the def2-TZVPD basis.

Geometry as XYZ:
```
14
Properties=species:S:1:pos:R:3:forces:R:3
C -0.903 -0.138 -0.924 -1.421 0.137 0.112
C -0.429 -0.624 2.123 0.085 -0.229 0.144
C 0.153 0.397 1.525 0.228 0.378 0.589
C 0.067 0.677 -1.213 0.925 0.729 -0.982
N -1.770 -0.962 -0.792 -0.709 -2.256 0.840
O 2.522 1.238 -1.701 1.165 0.940 0.291
S 1.713 0.052 -1.590 0.223 -0.378 -0.636
Cl 1.303 -0.608 -3.572 -0.206 -0.226 -0.091
H -2.082 -1.350 0.086 -0.775 0.126 -0.397
H 0.064 -1.577 2.227 0.104 -0.120 0.004
H -1.425 -0.554 2.530 -0.209 0.077 0.068
H 1.167 0.346 1.164 0.184 -0.091 0.016
H -0.325 1.363 1.458 -0.120 0.118 -0.033
H -0.054 1.739 -1.323 0.526 0.796 0.075
```
Forces are in eV/Å.

Calculated values
Gap between HOMO and LUMO (alpha / beta) ... 5.590 / 6.791 eV
Highest occupied orbital energy (alpha / beta) ... -5.66 / -10.05 eV
Spin multiplicity ... 3

=====

3.
This record from OMol25 describes C4H6ClNS in the gas phase at a distorted geometry. The level of theory is the ωB97M-V functional and the def2-TZVPD basis.

Geometry as XYZ:
```
13
Properties=species:S:1:pos:R:3:forces:R:3
C 0.067 1.955 0.634 -8.090 4.852 1.710
C 0.386 -0.241 0.151 0.088 -1.130 2.252
C -1.182 -0.330 0.626 2.274 0.514 -0.227
C 0.686 -0.739 -1.241 -0.674 -2.166 -3.572
N 0.891 1.057 0.384 5.989 -7.949 -2.064
S -1.660 1.421 0.809 1.681 -0.671 -0.190
Cl -1.107 -1.344 2.117 -0.712 0.331 0.394
H 0.371 2.917 0.798 -0.065 2.434 0.486
H 0.828 -0.957 1.005 -0.134 1.294 -2.195
H -1.703 -0.968 -0.060 -0.825 0.418 -0.457
H 0.755 -1.883 -1.442 -0.725 1.573 1.103
H 1.661 -0.502 -1.644 0.468 0.762 0.630
H 0.007 -0.385 -2.136 0.727 -0.263 2.133
```
Forces are in eV/Å.

Calculated values
Gap between HOMO and LUMO (alpha / beta) ... 6.032 / 6.681 eV
Highest occupied orbital energy (alpha / beta) ... -5.27 / -9.81 eV
Spin multiplicity ... 3

=====

4.
This record from OMol25 describes C4H6ClNS2 in the gas phase at a distorted geometry. The level of theory is the ωB97M-V functional and the def2-TZVPD basis.

Geometry as XYZ:
```
14
Properties=species:S:1:pos:R:3:forces:R:3
C 0.033 0.799 1.082 -2.029 0.280 2.142
C -0.432 -0.180 0.065 -0.881 -4.009 0.334
C 0.493 -0.634 -1.092 -1.605 2.362 -1.701
C -0.883 -1.440 0.842 1.758 1.974 -1.100
H 1.759 1.871 0.108 -0.641 0.629 -0.060
H 0.830 0.409 1.774 -0.898 0.237 -0.786
H -0.999 0.903 1.664 2.544 0.383 -0.517
H -0.021 -1.420 -1.661 0.183 0.144 0.345
H 0.473 0.306 -1.771 0.401 -1.491 0.908
H 2.544 -1.607 -1.856 -0.572 0.618 1.379
N -1.031 -2.376 1.472 -0.475 -1.083 0.673
S 0.494 2.355 0.346 1.176 -0.040 -0.078
S 2.132 -1.109 -0.603 0.993 -0.648 -0.833
Cl -2.038 0.292 -0.579 0.047 0.644 -0.706
```
Forces are in eV/Å.

Calculated values
Gap between HOMO and LUMO ... 10.076 eV
Highest occupied orbital energy ... -9.79 eV
Spin multiplicity ... 1
Structure (SMILES) ... N#CC(Cl)(CS)CS

=====

5.
This record from OMol25 describes 2 unconnected molecules or ions with the total composition C4H6ClP at a distorted geometry. The level of theory is the ωB97M-V functional and the def2-TZVPD basis.

Geometry as XYZ:
```
12
Properties=species:S:1:pos:R:3:forces:R:3
C 0.251 -0.143 0.998 -1.638 -1.549 0.237
C 0.598 1.188 1.274 0.940 3.070 -3.726
C 0.213 -0.513 -0.307 -0.123 -0.762 0.175
C 0.629 0.514 -1.274 -0.479 1.017 0.576
P 0.856 2.105 -0.247 -0.276 -1.748 1.609
Cl -3.084 0.230 0.212 0.642 -0.130 -0.298
H -0.271 -0.768 1.731 0.764 -0.051 0.039
H 0.727 1.801 2.149 -0.216 -0.659 0.655
H -4.179 0.443 0.791 -0.691 0.143 0.307
H -0.147 -1.503 -0.653 0.266 0.706 0.396
H 1.688 0.350 -1.538 -0.242 -0.046 -0.556
H -0.081 0.586 -2.143 1.053 0.010 0.587
```
Forces are in eV/Å.

Calculated values
Gap between HOMO and LUMO ... 8.069 eV
Highest occupied orbital energy ... -8.07 eV
Spin multiplicity ... 1
Structure (SMILES) ... C1=CCP=C1.Cl

=====

6.
This record from OMol25 describes a molecular structure, C4H6CoO3 at a distorted geometry. The level of theory is the ωB97M-V functional and the def2-TZVPD basis.

Geometry as XYZ:
```
14
Properties=species:S:1:pos:R:3:forces:R:3
H 0.944 -1.557 0.553 0.401 -0.127 0.008
C 0.943 -0.716 1.258 -0.454 -0.481 -3.059
C -0.207 0.015 1.365 1.347 -1.356 5.059
H -1.146 -0.525 1.510 0.313 0.119 -0.946
H 0.174 0.129 2.524 -0.843 1.774 -1.176
O 2.244 -0.291 1.356 -0.595 -1.127 0.242
O 2.492 0.385 2.590 0.302 0.955 0.553
Co 2.816 2.088 1.765 0.129 0.082 0.276
C -1.845 0.167 -1.870 1.162 0.134 1.890
C -0.792 0.180 -1.031 -1.599 -0.238 -1.307
O -1.833 0.170 -3.270 -0.150 -0.589 -2.183
H -2.893 0.213 -1.539 0.192 0.145 -0.151
H 0.154 0.049 -1.599 0.206 0.203 0.043
H -1.052 -0.309 -3.612 -0.411 0.506 0.750
```
Forces are in eV/Å.

Calculated values
Gap between HOMO and LUMO (alpha / beta) ... 4.961 / 5.125 eV
Highest occupied orbital energy (alpha / beta) ... 1.22 / 1.06 eV
Spin multiplicity ... 4
Total charge ... -2

=====

The records above yield energy relative to the best compared isomer or geometry (same formula, charge and spin) values of 168.7, 254.9, 179.5, 115.9, 58.9, 212.6 kJ/mol, respectively.